# 1
The following is a quantum chemistry calculation of C35H28F3N6RbSb as an isolated structure, from OMol25.

gap between HOMO and LUMO	6.413	eV
spin multiplicity	1
ΔE to the lowest compared entry with this formula, charge and spin	0.000	eV
LUMO level	2.11	eV
charge	-1

Positions of all 74 atoms, in Å:
Rb1 0.68273 -1.96896 -0.04429
C1 -0.08514 -0.87129 2.86122
C2 1.04482 0.11164 2.75568
C3 1.09788 1.22312 3.59491
C4 2.11352 2.14436 3.43943
C5 3.05141 1.93809 2.43897
C6 2.93099 0.80873 1.63691
N1 1.96473 -0.09178 1.80567
Sb1 4.35124 0.69427 0.00960
C7 2.97245 0.77264 -1.65610
C8 3.09778 1.88924 -2.47276
C9 2.18600 2.06337 -3.50304
C10 1.18832 1.12489 -3.66977
C11 1.12552 0.02762 -2.81117
C12 0.00975 -0.97175 -2.93574
N2 2.02399 -0.14548 -1.83389
C13 4.89387 -1.38862 0.02354
C14 6.26407 -1.63577 -0.00671
C15 6.70394 -2.95140 -0.00266
C16 5.76182 -3.95978 0.03359
C17 4.40599 -3.63353 0.06462
C18 3.34715 -4.69032 0.09853
N3 3.98836 -2.36416 0.05798
H1 -0.63839 -0.73135 3.78925
H2 0.27240 -1.90207 2.82691
H3 -0.77865 -0.71046 2.02890
H4 0.33719 1.35617 4.35289
H5 2.16828 3.01768 4.07758
H6 3.85154 2.64803 2.26963
H7 3.88283 2.61340 -2.29467
H8 2.24643 2.92521 -4.15618
H9 0.44577 1.23448 -4.44910
H10 -0.49507 -0.86854 -3.89565
H11 -0.73195 -0.79621 -2.14821
H12 0.36781 -1.99920 -2.84759
H13 6.96373 -0.80985 -0.03344
H14 7.76231 -3.18071 -0.02840
H15 6.05841 -5.00044 0.03741
H16 3.77828 -5.68987 0.08302
H17 2.66478 -4.58827 -0.74647
H18 2.72627 -4.58837 0.98908
N4 -8.40328 5.35837 0.35715
C19 -7.50586 4.64213 0.29465
C20 -6.37880 3.75636 0.21448
C21 -6.25055 2.87751 -0.85912
C22 -5.15348 2.03832 -0.93521
C23 -4.16460 2.06672 0.04455
C24 -4.30397 2.94900 1.11497
C25 -5.40002 3.78470 1.20837
C26 -2.97096 1.17583 -0.03936
C27 -3.22029 -0.18831 -0.00279
C28 -4.49175 -0.80114 0.28219
C29 -4.28484 -2.15227 0.23768
C30 -2.89249 -2.32088 -0.04637
N5 -2.26252 -1.17470 -0.18062
C31 -1.73413 1.83572 -0.13462
C32 -1.56665 3.23732 -0.37124
C33 -0.21049 3.46728 -0.36589
C34 0.38489 2.19872 -0.13288
N6 -0.50073 1.22745 -0.00068
H19 -7.01728 2.85586 -1.62225
H20 -5.05210 1.34554 -1.75987
H21 -3.53828 2.96556 1.87877
H22 -5.50852 4.46201 2.04490
H23 -5.41588 -0.28639 0.49082
H24 -5.00672 -2.93793 0.39613
H25 -2.36487 -3.26099 -0.14651
H26 -2.34797 3.95802 -0.55520
H27 0.30226 4.40432 -0.52121
H28 1.44727 1.99652 -0.04678
F1 0.71255 -6.11780 -0.32770
C35 0.13179 -4.86078 -0.52080
F2 0.18668 -4.35451 0.85646
F3 -1.22154 -5.20230 -0.59150


# 2
The following is a quantum chemistry calculation of C35H29Br2N3P2W as an isolated structure, from OMol25.

gap between HOMO and LUMO (spin up / spin down)	5.890 / 6.213	eV
spin multiplicity	3
LUMO level (spin up / spin down)	-13.64 / -13.31	eV
charge	+4

Positions of all 72 atoms, in Å:
W1 0.75143 0.56658 -0.08151
Br1 -1.25845 4.32314 -5.34287
C1 -0.75070 3.27956 -3.91470
C2 -1.69757 2.61997 -3.12658
C3 -1.26683 1.85540 -2.07159
N1 0.03762 1.69682 -1.75565
C4 0.96384 2.33338 -2.52787
C5 0.60432 3.12196 -3.59481
C6 2.35931 2.09874 -2.11316
C7 3.45171 2.68040 -2.70698
C8 4.73734 2.41856 -2.20956
Br2 6.21423 3.18252 -2.98675
C9 4.86440 1.56644 -1.10490
C10 3.73588 1.00288 -0.57195
N2 2.49006 1.24635 -1.05362
H1 -2.75482 2.70219 -3.33751
H2 -1.97335 1.33540 -1.44246
H3 1.34698 3.62218 -4.19900
H4 3.33886 3.35037 -3.54655
H5 5.83223 1.34775 -0.67506
H6 3.80173 0.34030 0.28141
C11 -1.24252 -2.95691 2.07727
N3 -0.81191 -1.69793 1.41187
P1 0.01523 -0.37439 2.07911
C12 0.17376 -0.40703 3.82791
C13 1.42987 -0.60386 4.41684
C14 1.52327 -0.66248 5.79635
C15 0.37741 -0.53240 6.57191
C16 -0.87282 -0.33982 5.98410
C17 -0.98548 -0.26835 4.61050
C18 -0.91013 1.13162 1.55987
C19 -2.29562 1.24869 1.37443
C20 -2.84893 2.50242 1.16688
C21 -2.03475 3.63494 1.06391
C22 -0.65477 3.53332 1.18728
C23 -0.09007 2.28439 1.45950
P2 -0.71553 -1.43137 -0.24447
C24 -2.16956 -1.94866 -1.09584
C25 -3.31616 -1.15501 -1.22705
C26 -4.45556 -1.68720 -1.79847
C27 -4.46689 -3.01270 -2.22673
C28 -3.34092 -3.81375 -2.08332
C29 -2.18908 -3.28801 -1.52334
C30 0.78662 -2.00942 -1.02751
C31 1.97034 -1.86934 -0.25774
C32 3.21706 -2.13731 -0.84685
C33 3.28187 -2.51486 -2.17115
C34 2.11456 -2.60766 -2.94052
C35 0.87854 -2.34145 -2.39177
H7 -1.18282 -2.81488 3.15427
H8 -0.58899 -3.77726 1.78767
H9 -2.27332 -3.17476 1.80450
H10 2.31941 -0.71472 3.80855
H11 2.48478 -0.81281 6.26762
H12 0.45422 -0.57920 7.65045
H13 -1.75178 -0.24058 6.60639
H14 -1.95771 -0.10848 4.15844
H15 -2.92974 0.37158 1.44260
H16 -3.92434 2.60973 1.09237
H17 -2.48793 4.60539 0.90363
H18 -0.02903 4.41454 1.12943
H19 0.95494 2.24899 1.80728
H20 -3.33279 -0.13074 -0.87607
H21 -5.34405 -1.08090 -1.91055
H22 -5.36404 -3.42479 -2.67014
H23 -3.36197 -4.84576 -2.40585
H24 -1.31916 -3.92463 -1.40977
H25 1.91922 -1.78774 0.82399
H26 4.11499 -2.10645 -0.24327
H27 4.23514 -2.76784 -2.61755
H28 2.18335 -2.91506 -3.97644
H29 -0.01442 -2.41001 -2.99886


# 3
The following is a quantum chemistry calculation of C35H29CoN14O4Sb as an isolated structure, from OMol25.

gap between HOMO and LUMO (spin up / spin down)	5.987 / 5.975	eV
spin multiplicity	2
ΔE to the lowest compared entry with this formula, charge and spin	0.479	eV
LUMO level (spin up / spin down)	3.37 / 3.37	eV
charge	-2

Positions of all 84 atoms, in Å:
Co1 0.10407 -0.72427 0.12202
N1 -6.50297 -8.42112 0.38803
C1 -5.70199 -7.59473 0.39629
C2 -4.69577 -6.56812 0.40812
C3 -3.50431 -6.77634 1.10134
C4 -2.53648 -5.78742 1.11081
C5 -2.74144 -4.59316 0.42671
C6 -3.93415 -4.38986 -0.26449
C7 -4.91038 -5.36951 -0.27316
C8 -1.71399 -3.51864 0.41321
C9 -1.56236 -2.77379 1.58003
C10 -2.15141 -3.02353 2.85111
C11 -1.64335 -2.07286 3.70553
C12 -0.78535 -1.25885 2.92293
N2 -0.74019 -1.66667 1.66558
C13 -1.01795 -3.34378 -0.77255
C14 -1.09654 -4.16323 -1.93684
C15 -0.23518 -3.61694 -2.85345
C16 0.33175 -2.47262 -2.22944
N3 -0.11516 -2.31800 -0.99837
H1 -3.34535 -7.70939 1.62585
H2 -1.60709 -5.93378 1.64602
H3 -4.07966 -3.45172 -0.78816
H4 -5.83943 -5.21340 -0.80505
H5 -2.84880 -3.81316 3.08509
H6 -1.85410 -1.94862 4.75592
H7 -0.22920 -0.39025 3.24203
H8 -1.71528 -5.03978 -2.05261
H9 -0.03011 -3.96114 -3.85506
H10 1.01760 -1.75404 -2.64992
N4 -2.11930 1.60300 1.25326
C17 -0.77362 1.77936 1.50916
N5 -0.30651 2.80564 2.20889
N6 1.01570 2.56867 2.30427
N7 1.31729 1.47472 1.69194
N8 0.19776 0.93498 1.17380
C18 -2.61382 0.83720 0.20579
N9 -3.87047 0.92286 -0.21076
N10 -3.94262 0.00039 -1.19312
N11 -2.79849 -0.58612 -1.34315
N12 -1.91423 -0.06634 -0.46344
H11 -2.69720 2.38288 1.51642
C19 -1.70295 3.45417 -1.70419
Sb1 -1.23422 1.94525 -3.16713
C20 -3.20608 2.02313 -4.04016
C21 -0.42901 3.42034 -4.56423
H12 -1.91382 4.39606 -2.21346
H13 -0.88045 3.58811 -1.00207
H14 -2.58638 3.13077 -1.15379
H15 -3.48423 3.05660 -4.25443
H16 -3.90500 1.58496 -3.32765
H17 -3.23280 1.43884 -4.96050
H18 -1.17464 4.19300 -4.76120
H19 -0.14602 2.94639 -5.50571
H20 0.45835 3.88836 -4.13368
N13 1.34808 0.03688 -1.18499
C22 2.53732 0.24417 -1.18238
C23 3.43714 0.72170 -2.27093
C24 4.80855 0.47786 -2.28892
C25 5.58193 0.89450 -3.36463
C26 4.99973 1.57081 -4.42721
C27 3.63299 1.82008 -4.41197
C28 2.85959 1.39234 -3.34523
H21 5.26197 -0.03808 -1.45572
H22 6.64652 0.69141 -3.37031
H23 5.60630 1.90083 -5.26245
H24 3.16478 2.34863 -5.23389
H25 1.79018 1.55415 -3.32785
O1 3.47756 0.10354 0.05857
C29 3.12749 -0.68668 1.04710
O2 2.40459 -1.65906 0.97705
C30 3.82809 -0.33489 2.33166
C31 4.25009 0.96406 2.58821
C32 4.86597 1.27492 3.79178
C33 5.08296 0.28968 4.74076
C34 4.65386 -0.99850 4.46234
C35 4.01333 -1.32794 3.27985
N14 4.89243 -2.04807 5.46254
O3 5.47682 -1.74069 6.48798
O4 4.56143 -3.18424 5.19416
H26 4.04458 1.72627 1.85040
H27 5.16425 2.29416 3.99803
H28 5.56303 0.49992 5.68431
H29 3.65181 -2.32817 3.09104